1.
DFT (ωB97M-V with the def2-TZVPD basis set) results for a cluster of 12 separate species, C38H62F24N5O27S8 in total in a non-equilibrium geometry.

Structure (XYZ):
```
164
Properties=species:S:1:pos:R:3:lowdin_charge:R:1
C 2.549 -11.977 25.655 -0.062
C 3.276 -11.479 24.378 -0.104
N 4.142 -12.656 23.837 -0.237
C 5.262 -12.979 24.803 0.001
C 3.281 -13.966 23.625 -0.103
C 2.040 -13.795 22.672 -0.021
C 4.796 -12.164 22.534 -0.057
C 5.756 -13.157 21.748 -0.216
O 4.962 -14.134 21.179 -0.161
C 5.742 -15.028 20.432 -0.095
H 3.087 -12.369 26.519 0.078
H 1.847 -12.777 25.421 0.068
H 1.818 -11.300 26.097 0.081
H 4.014 -10.707 24.597 0.114
H 2.480 -11.159 23.705 0.126
H 5.858 -12.078 24.954 0.109
H 5.818 -13.863 24.491 0.099
H 4.807 -13.234 25.760 0.090
H 2.896 -14.250 24.605 0.114
H 3.933 -14.772 23.288 0.114
H 2.216 -13.354 21.690 0.073
H 1.382 -13.035 23.093 0.055
H 1.390 -14.669 22.650 0.106
H 5.324 -11.263 22.849 0.116
H 3.938 -11.987 21.886 0.124
H 6.517 -13.520 22.438 0.109
H 6.351 -12.514 21.100 0.125
H 6.368 -14.435 19.765 0.087
H 5.123 -15.557 19.708 0.101
H 6.291 -15.804 20.965 0.091
C -3.783 -12.589 22.006 0.023
N -2.909 -11.402 21.474 -0.243
C -3.299 -11.121 19.967 0.029
C -3.269 -10.200 22.396 0.028
C -1.423 -11.815 21.617 -0.087
C -0.385 -10.973 20.955 -0.207
O -0.464 -9.640 21.504 -0.101
H -3.453 -13.469 21.454 0.100
H -4.844 -12.551 21.759 0.088
H -3.546 -12.852 23.037 0.096
H -2.808 -10.223 19.592 0.089
H -4.360 -10.872 19.987 0.085
H -2.902 -12.006 19.470 0.087
H -2.779 -9.310 22.002 0.069
H -2.836 -10.519 23.344 0.096
H -4.353 -10.140 22.492 0.104
H -1.323 -12.793 21.147 0.127
H -1.144 -11.864 22.670 0.123
H -0.364 -10.937 19.865 0.097
H 0.606 -11.277 21.293 0.112
H 0.410 -9.252 21.589 -0.013
C -0.887 -4.167 18.997 0.038
N -0.117 -5.474 18.769 -0.331
C -0.397 -6.343 20.018 0.033
C -0.769 -6.196 17.612 0.013
C 1.372 -5.308 18.524 -0.085
C 2.222 -4.506 19.553 -0.195
O 2.002 -4.674 20.977 -0.073
H -0.720 -3.551 18.113 0.104
H -0.502 -3.771 19.936 0.109
H -1.939 -4.430 19.108 0.088
H 0.106 -7.310 20.007 0.102
H -1.469 -6.456 20.179 0.080
H 0.001 -5.836 20.897 0.100
H -1.844 -6.210 17.793 0.086
H -0.293 -7.141 17.351 0.120
H -0.508 -5.518 16.800 0.093
H 1.408 -4.886 17.520 0.126
H 1.704 -6.344 18.446 0.119
H 2.048 -3.452 19.337 0.103
H 3.267 -4.491 19.246 0.122
H 2.640 -5.296 21.336 0.015
C -5.090 -6.415 16.396 0.021
N -6.066 -7.479 16.564 -0.078
C -7.312 -7.375 16.020 -0.013
C -8.308 -8.274 16.297 0.036
C -8.025 -9.412 17.100 -0.084
C -6.743 -9.547 17.572 0.071
C -5.791 -8.554 17.327 0.046
C -9.107 -10.477 17.389 -0.061
C -8.894 -11.831 17.099 0.050
C -9.766 -12.783 17.454 0.019
N -10.970 -12.403 17.951 -0.075
C -11.266 -11.152 18.276 -0.025
C -10.341 -10.154 18.060 0.049
C -11.989 -13.412 18.139 0.001
H -5.508 -5.512 16.841 0.111
H -4.961 -6.368 15.315 0.110
H -4.248 -6.636 17.052 0.076
H -7.528 -6.487 15.444 0.135
H -9.294 -8.045 15.920 0.122
H -6.552 -10.348 18.271 0.132
H -4.753 -8.561 17.626 0.138
H -7.996 -12.167 16.602 0.122
H -9.578 -13.835 17.292 0.155
H -12.213 -10.860 18.705 0.149
H -10.587 -9.145 18.358 0.122
H -12.658 -13.455 17.279 0.100
H -12.589 -13.152 19.011 0.105
H -11.460 -14.360 18.244 0.099
C -4.424 -12.651 17.038 -0.632
F -3.693 -13.717 17.227 0.159
F -5.397 -12.675 17.955 0.114
F -3.634 -11.550 17.243 0.065
S -5.109 -12.735 15.229 0.513
O -6.188 -13.716 15.230 -0.364
O -5.733 -11.394 14.964 -0.429
O -4.027 -13.071 14.264 -0.355
C -2.648 -16.167 23.506 -0.629
F -2.388 -14.839 23.371 0.047
F -2.293 -16.688 22.296 0.066
F -1.918 -16.690 24.452 0.148
S -4.567 -16.392 23.753 0.493
O -4.769 -16.324 25.181 -0.322
O -5.182 -15.321 22.934 -0.359
O -4.816 -17.757 23.258 -0.392
C -1.468 -12.396 26.100 -0.692
F -0.392 -11.914 26.658 0.119
F -2.279 -11.309 26.015 0.090
F -1.244 -12.888 24.889 0.103
S -2.255 -13.717 27.142 0.498
O -3.080 -13.015 28.110 -0.337
O -3.194 -14.580 26.352 -0.325
O -1.163 -14.483 27.800 -0.398
C -4.458 -6.518 22.247 -0.722
F -4.751 -5.234 22.522 0.115
F -3.229 -6.673 22.498 0.194
F -5.167 -7.335 22.992 0.175
S -4.839 -6.830 20.377 0.531
O -3.759 -6.156 19.607 -0.401
O -4.879 -8.281 20.172 -0.343
O -6.159 -6.214 20.094 -0.363
C 0.104 -12.795 17.744 -0.667
F -1.014 -12.156 17.904 0.135
F 0.490 -12.736 16.427 0.066
F 1.103 -12.164 18.309 0.117
S -0.026 -14.687 18.262 0.462
O 0.011 -14.689 19.704 -0.345
O -1.223 -15.293 17.635 -0.341
O 1.149 -15.279 17.655 -0.368
C -6.317 -11.815 25.472 -0.587
F -7.358 -11.177 24.882 0.077
F -5.766 -12.724 24.582 0.069
F -5.440 -10.939 25.958 0.107
S -6.955 -12.901 26.939 0.477
O -6.069 -14.067 27.030 -0.329
O -6.851 -12.071 28.160 -0.408
O -8.347 -13.239 26.640 -0.386
C 4.101 -8.727 19.857 -0.655
F 5.449 -8.700 19.863 0.115
F 3.735 -7.856 18.987 0.159
F 3.658 -9.949 19.537 0.139
S 3.353 -8.268 21.618 0.579
O 3.277 -6.813 21.877 -0.332
O 2.018 -8.906 21.634 -0.337
O 4.207 -8.910 22.611 -0.337
C -7.845 -12.740 20.960 -0.564
F -6.858 -13.329 20.272 0.105
F -7.396 -12.671 22.263 0.089
F -7.932 -11.508 20.456 0.096
S -9.549 -13.809 20.953 0.533
O -10.633 -12.795 21.003 -0.387
O -9.415 -14.561 19.706 -0.371
O -9.597 -14.755 22.080 -0.302
```

The value obtained for the LUMO energy is 2.2 eV. The calculation puts the HOMO energy at -0.07 eV. The value obtained for the max |F| is 6.826 eV Å⁻¹. The value obtained for the energy is -255037.73592 eV. The calculation puts the frontier orbital gap at 2.267 eV. Its total charge is -3.

---

2.
DFT (ωB97M-V with the def2-TZVPD basis set) results for a structure of composition C38H63CsGeN5O4P2S2Se.

Structure (XYZ):
```
117
Properties=species:S:1:pos:R:3:lowdin_charge:R:1
Cs 0.162 0.728 -0.170 0.857
N -0.158 1.002 2.928 -0.055
C -0.012 -0.202 3.727 -0.290
C 1.194 -1.026 3.282 -0.292
N 0.975 -1.595 1.961 -0.023
H 0.493 1.731 3.194 0.058
H -1.088 1.398 2.969 0.035
H -0.910 -0.812 3.583 0.087
H 0.077 -0.014 4.808 0.101
H 1.391 -1.780 4.062 0.095
H 2.074 -0.377 3.227 0.099
H 0.254 -2.308 1.979 0.010
H 1.822 -1.963 1.550 0.048
O -1.189 1.195 -2.287 -0.503
N -1.849 2.075 -2.982 -0.239
C -1.148 3.037 -3.623 -0.039
C -1.744 4.021 -4.366 -0.087
C -3.137 4.021 -4.465 -0.119
C -3.845 3.043 -3.812 -0.129
C -3.227 2.031 -3.048 -0.720
S -4.117 0.807 -2.261 0.577
H -0.080 2.967 -3.481 0.127
H -1.132 4.775 -4.838 0.098
H -3.649 4.781 -5.043 0.096
H -4.924 3.004 -3.855 0.087
C 2.467 -3.427 -1.543 -0.288
P 2.264 -1.605 -1.791 0.948
C 4.051 -1.181 -1.907 -0.467
N 4.782 -1.879 -2.802 0.066
C 6.111 -1.589 -2.874 -0.240
C 6.930 -2.260 -3.796 -0.059
C 8.287 -1.985 -3.883 -0.149
C 8.860 -1.031 -3.046 -0.149
C 8.074 -0.355 -2.124 -0.059
C 6.697 -0.614 -2.015 -0.240
N 5.947 0.054 -1.094 0.062
C 4.625 -0.226 -1.063 -0.462
P 3.626 0.635 0.221 0.934
C 4.794 0.421 1.639 -0.292
C 3.868 2.473 -0.163 -0.731
C 5.314 2.964 -0.084 -0.110
C 3.026 3.262 0.846 -0.126
C 3.330 2.724 -1.573 -0.106
C 1.654 -1.555 -3.580 -0.724
C 1.963 -0.152 -4.108 -0.103
C 0.133 -1.748 -3.525 -0.112
C 2.249 -2.606 -4.517 -0.113
H 3.246 -3.816 -2.199 0.026
H 1.525 -3.949 -1.720 0.019
H 2.759 -3.594 -0.504 0.021
H 6.468 -3.001 -4.438 0.092
H 8.900 -2.514 -4.605 0.079
H 9.920 -0.813 -3.114 0.079
H 8.502 0.388 -1.462 0.093
H 5.822 0.588 1.320 0.020
H 4.694 -0.606 1.998 0.024
H 4.529 1.096 2.455 0.024
H 5.703 2.890 0.933 0.068
H 5.345 4.021 -0.376 0.076
H 5.965 2.389 -0.739 0.056
H 3.262 2.987 1.878 0.067
H 1.950 3.144 0.704 -0.007
H 3.241 4.331 0.741 0.085
H 3.929 2.197 -2.320 0.078
H 3.363 3.795 -1.797 0.085
H 2.292 2.397 -1.675 0.037
H 1.548 0.613 -3.445 0.054
H 1.507 -0.015 -5.095 0.083
H 3.039 0.006 -4.195 0.075
H -0.372 -0.901 -3.057 0.044
H -0.138 -2.660 -2.982 0.064
H -0.262 -1.844 -4.542 0.083
H 3.335 -2.548 -4.538 0.053
H 1.853 -2.444 -5.527 0.075
H 1.962 -3.614 -4.208 0.066
C -3.621 1.290 1.506 -0.174
O -2.949 0.311 0.732 -0.307
H -4.646 1.440 1.152 0.074
H -3.090 2.248 1.490 0.033
H -3.664 0.924 2.536 0.072
H -3.144 0.496 -0.213 -0.062
O -4.022 8.309 -2.715 0.077
C -3.043 8.563 -1.794 -0.499
O -2.753 9.716 -1.590 0.068
C -2.501 7.407 -1.064 -0.173
C -1.622 7.643 0.003 -0.041
C -1.083 6.609 0.729 -0.129
C -1.372 5.256 0.431 -0.754
S -0.724 3.949 1.339 0.481
C -2.266 5.032 -0.641 -0.116
C -2.806 6.071 -1.362 -0.046
H -4.206 7.361 -2.719 0.072
H -1.381 8.672 0.239 0.109
H -0.409 6.811 1.552 0.085
H -2.522 4.009 -0.894 0.091
H -3.458 5.802 -2.190 0.090
C 0.149 -5.306 0.872 -0.220
Ge -1.210 -5.486 2.264 0.728
C -1.529 -7.403 2.573 -0.234
C -0.573 -4.684 3.932 -0.215
C -2.897 -4.631 1.758 -0.624
Se -2.768 -2.671 1.622 0.888
C -2.254 -2.600 -0.250 -0.384
H 1.059 -5.836 1.159 0.025
H 0.404 -4.260 0.704 -0.008
H -0.208 -5.725 -0.070 0.026
H -0.610 -7.901 2.887 0.011
H -1.884 -7.886 1.662 0.011
H -2.279 -7.546 3.353 0.010
H 0.405 -5.082 4.206 0.020
H -1.272 -4.892 4.744 0.018
H -0.490 -3.602 3.818 -0.013
H -3.649 -4.831 2.522 0.001
H -3.282 -5.013 0.811 0.014
H -1.457 -3.318 -0.435 0.006
H -1.884 -1.598 -0.442 -0.022
H -3.114 -2.797 -0.884 0.034
```

The value obtained for the LUMO energy (spin up / spin down) is 3.3 / 3.3 eV. The calculation puts the HOMO energy (spin up / spin down) at -0.83 / -2.39 eV. The value obtained for the max |F| is 0.998 eV Å⁻¹. The value obtained for the energy is -218729.96640 eV. The calculation puts the frontier orbital gap (spin up / spin down) at 4.103 / 5.663 eV. The calculation puts the relative energy (zero: lowest compared OMol25 entry of this formula, charge and spin) at 25.62 kJ/mol. Its total charge is -2. Its spin multiplicity is 2.

---

Q: Which value of energy does entry 2 give?
A: -218729.96640 eV

---

Q: Which of these has the lowest energy?
A: C38H62F24N5O27S8

---

Q: Which of these has the lowest energy?
A: C38H62F24N5O27S8

---

Q: What is the energy in the second record?
A: -218729.96640 eV